A single C3H4N2S molecule. Source: the OMol25 dataset; level of theory: ωB97M-V/def2-TZVPD.

Summary:
LUMO level: 0.26 eV
SMILES string: [H]/N=C1\SC\C1=N/[H]
Gap between HOMO and LUMO: 8.997 eV
E: -624.3210 a.u.

Last column: Mulliken charge in e.
Positions of all 10 atoms, in Å:
H: -1.367 -3.004 -0.334  0.312
N: -0.571 -2.482 -0.107  -0.430
C: -0.543 -1.329 0.182  0.204
S: -2.053 0.236 0.308  -0.225
C: -0.425 0.974 -0.165  -0.503
C: 0.446 -0.268 0.323  0.288
N: 1.525 -0.466 0.854  -0.531
H: 2.339 0.168 0.935  0.266
H: -0.179 2.017 0.061  0.384
H: -0.430 0.884 -1.282  0.235

A single C3H3NOS molecule. Source: the OMol25 dataset; level of theory: ωB97M-V/def2-TZVPD.

Summary:
LUMO level: -0.40 eV
SMILES string: CSC(=O)C#N
Gap between HOMO and LUMO: 9.729 eV
E: -644.2543 a.u.

Last column: Mulliken charge in e.
Positions of all 9 atoms, in Å:
C: 1.575 -0.316 0.054  -0.752
S: -0.077 -0.788 0.498  -0.054
C: -1.015 0.654 -0.014  0.596
O: -0.572 1.712 -0.380  -0.481
C: -2.384 0.171 0.037  0.111
N: -3.333 -0.444 -0.008  -0.291
H: 2.139 -0.471 1.009  0.264
H: 1.847 0.586 -0.461  0.346
H: 1.820 -1.105 -0.734  0.261

11 unconnected molecules or ions with the total composition C52H98O33. Source: the OMol25 dataset; level of theory: ωB97M-V/def2-TZVPD.

Summary:
LUMO level: 0.32 eV
SMILES string: C[C@H]1COC(=O)O1.C[C@H]1COC(=O)O1.C[C@H]1COC(=O)O1.C[C@H]1COC(=O)O1.C[C@H]1COC(=O)O1.C[C@H]1COC(=O)O1.C[C@H]1COC(=O)O1.COCCOCCOC.COCCOCCOC.COCCOCCOC.COCCOCCOC
Gap between HOMO and LUMO: 9.975 eV
E: -4522.8674 a.u.

Last column: Mulliken charge in e.
Positions of all 183 atoms, in Å:
C: -20.894 16.943 20.290  -0.192
C: -22.332 16.887 20.875  0.454
C: -22.968 18.213 21.338  0.165
O: -24.295 18.115 20.923  -0.389
C: -24.392 17.089 20.075  0.557
O: -25.376 16.805 19.471  -0.594
O: -23.221 16.440 19.939  -0.315
H: -20.211 17.328 21.047  0.178
H: -20.913 17.604 19.424  -0.203
H: -20.522 15.974 19.958  -0.087
H: -22.417 16.283 21.778  0.169
H: -22.402 19.018 20.869  -0.116
H: -22.878 18.222 22.424  0.409
C: -19.617 11.472 19.152  -1.063
C: -20.543 12.640 18.918  1.168
C: -21.979 12.200 18.546  -0.302
O: -22.598 12.444 19.812  -0.404
C: -21.815 13.191 20.698  0.119
O: -22.137 13.521 21.846  -0.581
O: -20.598 13.416 20.093  0.262
H: -18.712 11.832 19.642  -0.037
H: -19.386 10.975 18.209  0.058
H: -19.993 10.662 19.777  0.687
H: -20.144 13.187 18.063  -0.610
H: -22.061 11.133 18.334  0.323
H: -22.494 12.811 17.804  0.335
C: -23.531 21.727 19.085  -1.015
C: -23.449 21.003 17.731  0.293
C: -22.844 21.636 16.509  -0.033
O: -22.122 20.564 15.989  -0.364
C: -21.963 19.608 16.841  0.196
O: -21.323 18.600 16.660  -0.430
O: -22.560 19.916 17.932  -0.016
H: -23.837 21.092 19.917  0.291
H: -24.249 22.539 18.973  0.471
H: -22.538 22.089 19.354  0.032
H: -24.462 20.670 17.504  0.189
H: -22.168 22.458 16.746  -0.049
H: -23.554 21.995 15.764  0.301
C: -18.126 16.797 23.792  -1.749
C: -16.872 17.430 23.127  0.958
C: -16.727 17.021 21.698  1.492
O: -16.312 18.248 21.109  0.176
C: -16.591 19.243 21.902  0.141
O: -16.358 20.432 21.713  -0.673
O: -17.124 18.805 23.036  -0.473
H: -18.012 16.909 24.870  0.446
H: -18.317 15.743 23.591  0.223
H: -19.075 17.180 23.417  0.369
H: -15.969 17.309 23.726  0.483
H: -17.576 16.667 21.113  -0.041
H: -15.905 16.324 21.539  -1.302
C: -13.484 18.667 19.572  -0.942
C: -12.722 17.768 20.556  0.647
C: -11.554 18.392 21.223  -0.500
O: -11.607 17.776 22.527  -0.384
C: -12.870 17.369 22.713  0.466
O: -13.267 16.884 23.749  -0.591
O: -13.580 17.603 21.644  0.200
H: -14.279 18.080 19.110  -0.248
H: -12.878 18.976 18.721  0.523
H: -13.916 19.503 20.121  0.281
H: -12.364 16.785 20.248  0.113
H: -11.718 19.470 21.236  0.281
H: -10.584 18.101 20.820  0.329
C: -13.527 13.977 15.489  -1.126
C: -12.862 12.870 16.301  1.119
C: -13.806 11.784 16.679  0.870
O: -12.958 10.663 16.754  -0.406
C: -11.873 10.893 16.010  0.438
O: -10.993 10.089 15.755  -0.624
O: -11.876 12.160 15.571  -0.434
H: -14.151 13.590 14.684  0.230
H: -12.695 14.525 15.047  0.518
H: -14.141 14.673 16.061  -0.020
H: -12.427 13.208 17.241  0.187
H: -14.623 11.602 15.980  -0.023
H: -14.298 11.943 17.639  -0.851
C: -19.357 20.782 19.471  -0.513
C: -18.418 20.363 18.363  1.077
C: -16.958 20.791 18.404  -0.576
O: -16.239 19.643 17.965  -0.341
C: -16.981 18.586 18.123  -0.406
O: -16.578 17.414 18.135  -0.643
O: -18.240 18.953 18.491  0.840
H: -19.759 21.791 19.383  -0.095
H: -18.819 20.670 20.412  0.212
H: -20.281 20.206 19.531  -0.100
H: -18.810 20.473 17.352  -0.399
H: -16.507 21.116 19.342  0.314
H: -16.901 21.601 17.677  0.456
C: -21.562 24.959 18.903  -0.707
O: -22.308 25.030 17.726  -0.280
C: -21.830 26.032 16.818  -0.687
C: -20.408 25.795 16.289  -0.553
O: -20.378 24.550 15.522  -0.313
C: -19.157 23.786 15.585  -0.531
C: -19.292 22.347 14.854  0.144
O: -18.152 21.480 15.170  -0.359
C: -18.179 20.174 14.654  -0.726
H: -21.193 25.895 19.324  0.392
H: -20.768 24.234 18.721  0.140
H: -22.119 24.585 19.762  0.279
H: -21.822 27.008 17.305  0.440
H: -22.518 26.124 15.978  0.331
H: -19.774 25.733 17.174  0.395
H: -20.099 26.631 15.662  0.379
H: -18.814 23.821 16.619  0.256
H: -18.377 24.317 15.039  0.374
H: -19.411 22.536 13.787  0.474
H: -20.167 21.848 15.271  -0.242
H: -17.390 19.553 15.077  0.109
H: -18.011 20.241 13.579  0.430
H: -19.098 19.650 14.916  0.301
C: -14.915 13.753 22.532  -0.347
O: -16.350 13.909 22.568  -0.083
C: -16.977 12.663 22.819  0.103
C: -18.453 12.825 23.335  -0.502
O: -18.612 13.303 24.641  -0.190
C: -19.970 13.392 25.067  -0.206
C: -20.122 13.734 26.539  -0.845
O: -19.956 12.662 27.453  -0.425
C: -18.665 12.102 27.318  -0.570
H: -14.675 13.035 21.748  0.211
H: -14.511 13.543 23.523  0.419
H: -14.568 14.724 22.178  -0.369
H: -16.460 12.177 23.647  0.390
H: -16.906 11.978 21.974  -0.396
H: -18.932 11.877 23.092  0.573
H: -18.932 13.526 22.650  -0.060
H: -20.404 12.400 24.941  0.426
H: -20.452 14.120 24.415  0.293
H: -21.114 14.108 26.791  0.369
H: -19.407 14.503 26.833  0.340
H: -18.418 11.509 28.199  0.312
H: -17.896 12.873 27.350  0.245
H: -18.582 11.417 26.474  0.195
C: -14.262 15.115 19.258  0.132
O: -14.445 13.780 18.957  -0.279
C: -15.799 13.401 19.148  -1.003
C: -16.636 13.872 17.952  1.226
O: -16.265 13.281 16.742  0.537
C: -17.395 13.242 15.830  0.159
C: -17.892 14.643 15.340  -1.006
O: -18.899 15.073 16.227  0.105
C: -19.313 16.431 16.127  -0.608
H: -15.039 15.769 18.864  0.297
H: -13.288 15.380 18.845  0.182
H: -14.284 15.262 20.338  -0.517
H: -16.179 13.902 20.039  0.235
H: -15.852 12.359 19.464  -0.184
H: -16.720 14.941 17.752  0.168
H: -17.668 13.635 18.210  -0.693
H: -18.205 12.654 16.261  -0.473
H: -17.115 12.671 14.945  0.347
H: -18.240 14.713 14.310  0.570
H: -17.073 15.328 15.560  0.409
H: -18.614 17.223 16.394  -0.047
H: -20.167 16.388 16.803  0.238
H: -19.704 16.582 15.121  0.383
C: -15.857 9.361 20.862  -0.763
O: -16.603 9.501 19.673  -0.234
C: -16.041 9.011 18.414  -0.311
C: -17.152 9.043 17.377  0.248
O: -16.571 8.667 16.084  -0.418
C: -17.444 8.365 14.977  -0.697
C: -18.227 9.613 14.477  -0.187
O: -19.405 10.043 15.177  -0.288
C: -20.048 11.211 14.586  -0.862
H: -15.685 8.310 21.090  0.388
H: -16.460 9.720 21.696  0.152
H: -14.888 9.839 20.718  0.311
H: -15.765 7.958 18.477  0.456
H: -15.190 9.603 18.077  -0.023
H: -17.682 9.995 17.416  -0.416
H: -17.839 8.229 17.609  0.505
H: -18.123 7.589 15.330  0.317
H: -16.862 7.986 14.137  0.383
H: -18.410 9.408 13.422  0.499
H: -17.490 10.412 14.560  0.044
H: -21.055 11.283 14.996  0.222
H: -20.307 10.945 13.561  0.441
H: -19.527 12.165 14.658  0.344

A molecular structure, C13H24N2RuS4. Source: the OMol25 dataset; level of theory: ωB97M-V/def2-TZVPD.

Summary:
Charge: +3
LUMO level (spin up / spin down): -11.22 / -12.37 eV
Multiplicity: 2
Gap between HOMO and LUMO (spin up / spin down): 7.519 / 6.647 eV
E: -2305.9327 a.u.

Last column: Mulliken charge in e.
Positions of all 44 atoms, in Å:
Ru: -0.171 -0.530 0.118  0.466
C: -1.013 1.169 -2.602  -0.819
C: -1.831 1.785 -1.483  -0.619
S: -0.863 1.620 0.051  0.113
C: -2.135 1.716 1.347  -0.530
C: -1.516 1.205 2.636  -0.823
S: -0.649 -0.399 2.453  0.095
C: -1.938 -1.669 2.714  -0.844
C: -2.938 -1.801 1.579  -0.568
S: -1.943 -2.051 0.070  0.009
C: -2.944 -1.652 -1.396  -0.467
C: -1.958 -1.565 -2.553  -0.902
S: -0.465 -0.536 -2.248  0.127
H: -0.090 1.726 -2.775  0.422
H: -1.552 1.158 -3.550  0.520
H: -2.793 1.294 -1.350  0.329
H: -2.000 2.851 -1.646  0.548
H: -2.990 1.122 1.027  0.203
H: -2.441 2.760 1.436  0.518
H: -2.266 1.084 3.419  0.487
H: -0.759 1.891 3.017  0.471
H: -2.428 -1.458 3.666  0.497
H: -1.371 -2.594 2.846  0.467
H: -3.571 -0.923 1.454  0.310
H: -3.572 -2.676 1.726  0.544
H: -3.485 -0.726 -1.213  0.241
H: -3.658 -2.457 -1.573  0.537
H: -2.436 -1.182 -3.456  0.480
H: -1.553 -2.549 -2.797  0.489
C: 4.697 2.067 -0.670  -1.245
C: 3.730 1.006 -0.309  0.812
C: 3.938 -0.309 0.132  -1.110
C: 2.697 -0.856 0.342  0.532
N: 1.731 0.070 0.043  0.433
N: 2.400 1.184 -0.355  -0.210
C: 2.307 -2.226 0.781  -1.288
H: 5.713 1.701 -0.553  0.360
H: 4.566 2.940 -0.028  0.369
H: 4.558 2.376 -1.708  0.365
H: 4.894 -0.785 0.277  0.464
H: 1.912 2.034 -0.590  0.245
H: 3.190 -2.857 0.861  0.386
H: 1.648 -2.715 0.052  0.295
H: 1.838 -2.215 1.767  0.290